{"formula": "C2H3Cl2N", "method": "ωB97M-V/def2-TZVPD", "homo_ev": -10.73, "e_above_lowest_kj_mol": 28.7, "max_force_ha_per_bohr": 0.0526, "lumo_energy_ev": 0.71, "gap_ev": 11.44, "smiles": "[H]/N=C(/Cl)CCl", "elements": ["H", "N", "C", "Cl", "C", "Cl", "H", "H"], "xyz": [[0.1907, 0.6070, 2.0884], [0.9980, 0.5995, 1.4126], [0.6589, 0.3210, 0.2317], [1.9546, 0.5200, -0.8707], [-0.5751, -0.3762, -0.6119], [-2.1379, -0.0028, 0.0873], [-0.4883, -1.4432, -0.6615], [-0.6009, -0.2253, -1.6759]], "lowdin_charge": [0.078, 0.051, -0.840, 0.665, -0.614, 0.561, 0.054, 0.044]}

{"formula": "C2H3Cl2N", "method": "ωB97M-V/def2-TZVPD", "homo_ev": -10.08, "e_above_lowest_kj_mol": 121.1, "max_force_ha_per_bohr": 0.0878, "lumo_energy_ev": 0.80, "gap_ev": 10.88, "smiles": "ClC1(Cl)CN1", "elements": ["Cl", "C", "Cl", "C", "N", "H", "H", "H"], "xyz": [[-2.4102, 1.5369, 0.1101], [-1.5530, -0.0487, -0.1322], [-2.6821, -1.3943, 0.0085], [-0.1167, -0.0713, 0.4012], [-0.4270, -0.2543, -1.0183], [0.3969, 0.8158, 0.4384], [0.4201, -1.0198, 0.9613], [-0.1055, 0.5382, -1.5617]], "lowdin_charge": [0.540, -1.212, 0.598, -0.198, -0.040, 0.054, 0.159, 0.099]}